No. 1
Computed, not measured: the molecule C5H4O2 in a non-equilibrium geometry, with the ωB97M-V functional and the def2-TZVPD basis.

Computed properties:
Kohn-Sham gap (eV): 9.50
ΔE to the lowest compared entry with this formula, charge and spin (kcal per mole): 31.24

Each line ends with the natural charge from an NBO analysis.
Cartesian coordinates (Å):
C -1.849 0.257 -0.137  0.39
O 1.594 -1.040 0.085  -0.39
H -2.126 1.311 -0.257  0.15
C 0.256 -1.307 -0.174  0.15
H -0.088 -2.290 -0.068  0.22
O -2.730 -0.614 0.279  -0.53
C 1.711 0.281 0.182  0.12
C 0.581 0.957 0.025  -0.31
H 0.342 1.986 0.085  0.23
C -0.417 -0.120 -0.222  -0.23
H 2.728 0.579 0.202  0.20

---

No. 2
Computed, not measured: C9H24CrF5N9O23S3 as an isolated structure in a non-equilibrium geometry, with the ωB97M-V functional and the def2-TZVPD basis.

Computed properties:
Kohn-Sham gap (spin up / spin down) (eV): 7.99 / 8.20
2S+1: 5
Expectation value of S²: 6.006

Each line ends with the Mulliken spin population.
Cartesian coordinates (Å):
H -21.384 -33.510 -3.835  0.00
O -23.781 -34.175 -7.146  0.00
O -26.200 -32.016 0.938  0.01
C -30.088 -32.361 -6.120  0.00
O -28.413 -31.608 -4.621  0.03
C -23.976 -33.118 -9.220  0.00
N -21.733 -30.865 -8.263  0.00
C -20.890 -30.016 -7.384  0.00
O -22.977 -30.512 -2.267  0.00
O -19.883 -31.410 -4.002  0.00
H -20.408 -34.080 -2.538  0.00
F -24.437 -28.708 -2.780  0.00
O -24.467 -30.883 -6.310  0.00
H -26.010 -30.671 -8.626  0.00
N -28.720 -31.987 -5.718  0.00
S -24.512 -31.497 -5.047  0.04
Cr -26.918 -30.865 -2.917  3.80
O -22.317 -30.389 -9.259  0.00
S -27.863 -28.022 -1.191  0.02
O -25.858 -31.337 -1.038  -0.02
O -25.076 -34.339 -1.670  0.01
O -28.260 -27.016 -2.208  0.00
H -23.655 -31.587 0.890  0.00
H -26.540 -26.568 -6.067  0.00
O -22.900 -29.279 -4.498  0.00
H -24.148 -33.282 0.755  0.00
O -25.874 -27.546 -9.550  0.00
N -26.170 -34.389 -2.258  0.00
S -23.714 -29.976 -3.436  0.03
C -24.093 -32.331 0.224  0.00
H -27.970 -35.710 -2.176  0.00
N -27.343 -28.292 -5.356  0.00
F -26.657 -27.713 1.254  0.00
N -25.223 -30.765 -3.906  -0.01
O -27.093 -29.154 -1.746  0.05
H -21.293 -29.977 -6.372  0.00
O -26.740 -33.388 -2.643  0.01
O -21.677 -32.074 -8.097  0.00
O -18.840 -32.382 -2.434  0.00
H -24.472 -32.310 -8.682  0.00
F -25.666 -32.569 -5.255  0.01
C -26.239 -27.280 -5.298  0.00
N -25.502 -31.828 0.009  0.00
H -25.308 -27.817 -5.482  0.00
O -28.261 -28.241 -6.211  0.00
N -25.679 -28.515 -8.858  0.00
O -24.842 -28.609 -7.959  0.00
F -27.396 -25.893 0.286  0.00
H -20.961 -29.008 -7.793  0.00
C -20.942 -33.197 -2.889  0.00
H -27.368 -29.603 -8.465  0.00
H -30.045 -33.279 -6.706  0.00
C -26.945 -35.679 -2.546  0.00
H -26.976 -35.740 -3.634  0.00
O -23.436 -35.355 -8.808  0.00
H -24.688 -33.430 -9.984  0.00
H -30.732 -32.273 -5.245  0.00
H -30.478 -31.739 -6.926  0.00
O -27.304 -29.224 -4.565  0.00
N -23.746 -34.288 -8.347  0.00
C -26.808 -27.055 0.094  0.00
N -19.802 -32.242 -3.143  0.00
H -19.824 -30.198 -7.521  0.00
H -21.653 -32.782 -2.174  0.00
H -26.098 -26.951 -4.268  0.00
O -23.353 -32.364 -4.713  -0.01
H -26.295 -36.471 -2.174  0.00
O -29.040 -28.467 -0.378  0.00
F -25.630 -26.775 -0.393  0.00
O -27.908 -32.210 -6.698  0.01
H -23.578 -32.481 -0.725  0.00
H -26.603 -29.710 -10.161  0.00
C -26.492 -29.805 -9.081  0.00
H -22.993 -32.815 -9.579  0.00

---

No. 3
Computed, not measured: C44H29F9IO2P2Rh as an isolated structure, with the ωB97M-V functional and the def2-TZVPD basis.

Computed properties:
Kohn-Sham gap (spin up / spin down) (eV): 6.36 / 6.36
Net charge: +2

Each line ends with the Mulliken charge.
Cartesian coordinates (Å):
C 1.649 -3.442 -1.621  -0.98
H -1.121 0.505 -3.312  0.31
H 0.168 -2.522 6.406  0.45
C -3.130 -2.573 0.863  1.32
H 2.787 -3.840 0.162  0.50
H -0.596 -0.609 -5.449  0.55
C 5.572 1.265 2.379  0.68
C -0.216 -2.321 5.414  -0.80
H -0.032 3.364 0.805  0.87
O -2.494 1.488 -1.371  -0.51
F 5.508 2.232 3.306  -0.24
C -0.390 -0.972 5.027  0.70
F 5.779 0.102 3.011  -0.28
P -1.580 -1.701 1.103  1.27
O -3.208 -0.575 -1.336  -0.51
C -0.041 3.460 -2.591  -0.50
C -4.281 -2.063 1.467  -0.81
C -1.085 7.017 -1.876  0.73
C -0.534 5.071 -0.372  -0.94
H -0.522 5.191 -3.759  0.47
P 0.528 1.214 -1.022  2.89
F -1.416 7.619 -0.729  -0.27
H 0.299 -2.969 -3.209  0.69
C 0.918 0.454 -2.608  0.19
C 1.868 -3.433 -0.238  -0.33
C 2.399 0.085 0.681  0.38
C -0.157 3.753 -0.198  -0.70
C 3.922 2.397 0.895  -1.18
C 2.517 -0.541 -4.099  -1.15
H 3.867 -0.821 1.960  0.63
H 2.478 3.309 -0.385  0.56
C -0.422 4.781 -2.764  -1.20
C 2.770 2.404 0.129  -0.62
C -3.401 0.625 -1.638  0.05
F 6.637 1.511 1.606  -0.24
C -5.533 -3.922 0.608  -0.54
C 0.089 2.940 -1.303  0.33
C -0.075 0.049 5.956  -0.91
C 3.553 0.076 1.446  -0.55
C 0.475 -2.946 -2.144  -0.96
C 4.307 1.236 1.552  0.10
C -0.906 -0.649 3.736  -0.08
C -4.388 -4.434 0.016  -0.82
H -1.485 -2.183 -1.711  0.44
H 1.807 -0.812 0.592  -0.12
H 1.105 -2.877 1.678  0.42
F 0.764 -1.692 -7.063  -0.28
H 3.028 0.282 -2.193  0.60
C 1.493 -0.800 -5.002  0.17
H -1.230 -3.866 2.622  0.51
F 2.771 -0.880 -6.972  -0.24
C -5.480 -2.738 1.335  -0.69
Rh -1.361 0.083 -0.302  0.39
H -1.017 2.746 4.191  0.48
C -1.137 0.732 3.493  0.47
C -3.183 -3.760 0.136  -0.24
H -6.473 -4.449 0.508  0.43
C 1.834 -1.532 -6.279  0.72
F 2.317 -2.755 -5.989  -0.24
C -0.519 -2.454 -1.297  -0.39
I -2.114 1.434 1.780  0.25
H -6.373 -2.347 1.802  0.46
C -1.159 -1.738 2.849  1.37
H 3.533 -0.829 -4.335  0.50
H -0.035 2.142 6.361  0.46
C -0.274 1.362 5.653  -1.01
H -0.716 5.707 0.483  0.54
H -4.329 0.951 -2.120  0.45
C -1.001 -3.042 3.289  -0.61
H -2.295 -4.173 -0.323  0.43
C -0.291 -2.426 0.090  0.45
F -0.085 7.711 -2.436  -0.24
C -0.543 -3.346 4.575  -1.14
H 0.161 2.851 -3.460  0.46
H 2.399 -3.860 -2.278  0.50
H 0.322 -0.241 6.919  0.44
H 4.522 3.293 0.982  0.49
H -4.244 -1.145 2.043  0.38
C 2.231 0.084 -2.897  -0.94
F -2.140 7.086 -2.700  -0.24
C 0.186 -0.417 -4.728  -0.86
C -0.673 5.578 -1.655  0.22
H -4.431 -5.361 -0.538  0.47
C 1.999 1.243 0.022  -0.41
C 0.925 -2.907 0.611  -1.13
C -0.825 1.703 4.409  -0.55
H -0.441 -4.377 4.881  0.46
C -0.103 0.204 -3.527  -0.19

---

No. 4
Computed, not measured: a 5-piece molecular cluster, C5H17NO4 overall in a non-equilibrium geometry, with the ωB97M-V functional and the def2-TZVPD basis.

Computed properties:
Kohn-Sham gap (spin up / spin down) (eV): 9.84 / 7.17
2S+1: 2
Net charge: +1
ΔE to the lowest compared entry with this formula, charge and spin (kcal per mole): 54.96
Expectation value of S²: 0.772

Each line ends with the Mulliken spin population.
Cartesian coordinates (Å):
H 3.406 -0.849 0.246  0.00
O 2.237 2.415 0.669  0.00
H -0.135 -2.447 -0.699  0.00
O 0.433 2.342 -2.980  0.00
H 1.022 1.735 -2.575  0.00
H -0.258 2.509 -2.381  0.00
H -2.017 -0.160 -2.483  0.00
H -2.034 1.297 1.661  0.00
H 2.294 -1.658 1.459  0.01
O -2.604 -0.638 -1.972  0.00
C 1.423 -0.265 -0.069  -0.02
H -2.430 -0.156 1.020  -0.01
C -0.019 -0.447 0.057  0.31
N -1.991 0.768 0.776  0.26
H 1.770 1.598 0.594  0.00
H -0.214 1.762 -0.004  0.00
O -0.512 -1.509 3.129  0.00
H -0.695 -1.239 2.154  0.00
H -3.106 0.107 -1.527  0.00
H 0.404 -1.843 3.117  0.00
H 2.884 2.361 -0.132  0.00
H 1.673 0.381 -0.893  0.05
H -1.054 -2.277 0.853  0.02
C -0.684 -1.846 -0.099  0.01
C 2.416 -0.918 0.627  0.19
H -1.496 -1.735 -0.803  0.01
C -0.714 0.711 0.256  0.18

---

No. 5
Computed, not measured: a 2-piece molecular cluster, C4H10N overall in a non-equilibrium geometry, with the ωB97M-V functional and the def2-TZVPD basis.

Computed properties:
Kohn-Sham gap (eV): 6.03
Net charge: +1
ΔE to the lowest compared entry with this formula, charge and spin (kcal per mole): 84.49

Each line ends with the natural charge from an NBO analysis.
Cartesian coordinates (Å):
H 1.039 0.066 0.896  0.26
H -0.635 -1.743 -5.004  0.20
H -1.212 -0.191 -4.412  0.19
C 0.257 2.080 2.795  0.15
H 0.477 3.148 3.213  0.25
C 1.341 0.076 1.926  -0.44
C -1.185 -1.250 -4.179  -0.37
H 0.581 -0.482 2.593  0.24
H 2.354 -0.312 2.157  0.26
H 1.990 1.735 3.002  0.44
C -1.714 -1.877 -3.040  -0.40
H -2.261 -1.329 -2.323  0.19
H -0.739 1.529 2.886  0.24
N 1.250 1.473 2.382  -0.41
H -1.543 -2.922 -2.891  0.20